Below is 2 unconnected molecules or ions with the total composition C5H11N2O at a distorted geometry, with properties calculated with ωB97M-V/def2-TZVPD.

Summary:
strongest force on any atom = 7.6 eV Å⁻¹
orbital gap (alpha / beta) = 0.266 / 0.230 hartree
total charge = +1
relative energy (zero: lowest compared OMol25 entry of this formula, charge and spin) = 625.3 kJ/mol
energy = -381.30137 a.u.
spin multiplicity = 3
E_HOMO (alpha / beta) = -10.5 / -13.3 eV

Last column: natural (NBO) charge in e.
Atoms and positions in Å:
C -1.100 1.233 0.210  -0.69
C 2.538 0.924 0.037  -0.07
C -1.583 0.069 -0.104  0.21
C -2.077 -2.434 -0.377  -0.65
C -2.334 -0.986 -0.251  -0.24
N 2.364 1.552 -1.146  -0.63
N 1.523 0.739 0.834  -0.04
O 1.714 -0.025 1.956  -0.39
H -0.991 2.077 -0.454  0.26
H -1.262 1.437 1.279  0.27
H 3.575 1.006 0.473  0.20
H -2.804 -3.028 0.310  0.26
H -1.190 -2.944 -0.474  0.24
H -2.711 -2.601 -1.365  0.25
H -3.379 -0.580 -0.251  0.28
H 2.658 -0.203 2.194  0.52
H 3.210 1.596 -1.651  0.41
H 1.485 1.347 -1.758  0.41
H 0.364 0.823 0.535  0.42

***

Below is 3 unconnected molecules or ions with the total composition C5H6O2 at a distorted geometry, with properties calculated with ωB97M-V/def2-TZVPD.

Summary:
strongest force on any atom = 1.4 eV Å⁻¹
orbital gap = 0.345 hartree
relative energy (zero: lowest compared OMol25 entry of this formula, charge and spin) = 309.8 kJ/mol
energy = -344.48391 a.u.
spin multiplicity = 1
E_HOMO = -9.3 eV

Last column: natural (NBO) charge in e.
Atoms and positions in Å:
O 1.073 0.952 -2.087  -0.94
C 2.134 -0.335 0.390  -0.40
C 0.913 -0.482 0.846  -0.03
C -0.300 -0.610 1.212  -0.03
C -1.571 -0.720 1.526  -0.43
C -1.922 0.554 -1.321  0.50
O -3.034 0.695 -1.142  -0.49
H 1.354 1.491 -1.339  0.46
H 2.783 0.462 0.745  0.22
H 2.523 -0.984 -0.390  0.23
H -2.049 -0.032 2.219  0.22
H -2.189 -1.500 1.087  0.22
H 0.285 0.509 -1.744  0.48